1.
Here is a 2-piece molecular cluster, C5H6NO4S overall at a distorted geometry from the Open Molecules 2025 dataset. Energies are from the ωB97M-V functional and the def2-TZVPD basis.

Geometry as XYZ:
```
17
Properties=species:S:1:pos:R:3:forces:R:3
O -2.376 0.630 0.930 0.376 -0.159 -0.022
C -1.363 -0.069 1.034 -0.211 0.300 2.149
H 2.188 0.258 1.103 0.574 -0.067 0.857
S -0.029 0.831 -1.337 1.218 -0.106 1.264
C -2.868 -0.034 -1.434 -1.057 -0.161 1.061
H 0.763 -1.749 -0.353 0.278 -0.144 -0.132
H 2.397 1.007 -1.576 1.117 0.755 -1.328
O -1.319 -0.842 2.314 -2.283 1.086 -1.814
H 2.924 -0.629 -0.229 0.002 -1.048 0.117
C 2.011 -0.192 0.148 -0.456 1.513 0.039
H 1.708 1.988 -0.090 0.672 -1.017 -1.356
O -2.717 0.987 -1.981 -0.297 -0.999 -0.034
C 1.758 1.062 -0.755 -3.099 0.026 1.897
H -0.457 -1.032 2.590 2.223 -0.418 0.024
C -0.284 -0.189 0.200 -1.270 1.670 -1.317
O -3.140 -1.034 -0.885 0.329 0.685 -1.606
N 0.804 -0.993 0.321 1.885 -1.916 0.203
```
Positions in Å, forces in eV/Å.

* ΔE to the lowest compared entry with this formula, charge and spin: 0.424 eV
* HOMO level: -2.797 eV
* gap between HOMO and LUMO: 6.22 eV
* net charge: -1
* max |F|: 3.634 eV Å⁻¹

Atom charges from the Mulliken analysis, given in e for atoms 1 to 4:
1 O -0.72
2 C 0.14
3 H 0.23
4 S -0.23



2.
Here is C52H40Br2NOP2PtSiTe as an isolated structure at a distorted geometry from the Open Molecules 2025 dataset. Energies are from the ωB97M-V functional and the def2-TZVPD basis.

Geometry as XYZ:
```
101
Properties=species:S:1:pos:R:3:forces:R:3
C -3.312 3.402 -2.850 0.042 -0.025 0.007
C 0.709 2.159 -2.864 0.071 0.025 0.019
C -0.565 2.803 0.928 -0.113 -0.173 0.061
H -4.115 -1.719 5.145 0.019 0.007 -0.013
H 3.298 -1.367 -3.993 -0.028 0.034 0.012
C 1.076 -3.539 2.741 -0.060 -0.042 0.001
C 2.036 -1.039 -2.271 0.145 -0.098 -0.345
C -2.767 1.056 -2.846 0.113 0.170 0.060
H -3.137 -4.102 0.810 0.000 -0.002 0.000
H -3.179 -3.972 4.717 0.011 0.018 -0.012
H -1.657 -4.327 2.818 0.010 0.015 -0.007
H 1.392 -4.201 -0.568 -0.002 -0.017 0.008
C 2.998 -1.182 -0.160 -0.029 -0.002 0.020
C 4.121 1.721 2.740 0.060 -0.015 -0.295
C 5.311 -1.913 0.119 -0.007 0.025 -0.180
H 5.287 -1.850 -2.600 -0.005 -0.002 0.034
H 2.314 -4.372 4.273 -0.033 -0.020 -0.053
C -1.437 -3.635 -0.422 0.001 0.055 -0.037
C 0.779 -3.499 1.381 0.046 0.008 -0.054
C -3.446 -1.878 4.308 0.004 0.025 -0.033
C -2.922 -3.143 4.069 0.021 -0.004 -0.019
C -3.218 -5.125 -1.064 -0.005 -0.002 -0.018
C 1.853 1.008 2.144 0.267 1.147 0.016
H -1.909 2.510 -1.508 0.092 0.013 -0.002
H 0.062 -3.307 -1.937 0.022 -0.018 -0.001
C -1.414 -4.704 -2.591 0.005 0.027 -0.002
H 2.494 5.575 -2.755 -0.019 -0.019 0.001
H 0.341 4.728 0.557 -0.026 -0.037 0.040
H 0.852 1.136 2.555 -0.118 -0.223 0.032
C 2.041 1.726 0.867 -0.842 -0.228 0.318
C 1.035 2.724 -1.632 -0.212 0.000 -0.172
H 0.506 -2.945 3.442 -0.011 0.003 0.007
C -2.587 2.335 -2.332 0.015 0.001 -0.089
C 4.236 -1.560 -0.737 -0.099 -0.004 -0.104
H -0.982 5.890 2.261 0.001 -0.022 0.001
H -3.679 1.330 -0.440 -0.103 0.006 0.055
C -2.235 2.770 2.655 -0.020 -0.037 -0.074
O 1.763 -0.543 1.833 -0.504 -0.651 -0.528
H -3.058 -6.017 -3.008 0.006 0.011 0.008
C 2.913 1.257 3.130 -0.294 -0.004 -0.116
C -3.693 0.848 -3.864 0.055 0.047 -0.019
H -3.568 0.147 3.661 0.006 -0.020 -0.003
H 3.240 -5.555 0.266 -0.011 0.009 0.006
C 1.006 2.822 -4.047 0.005 -0.014 0.033
Br 3.809 -1.723 3.905 0.102 0.180 0.113
C -3.690 0.626 0.389 -0.191 -0.124 -0.065
C -1.123 4.829 2.103 0.001 -0.004 -0.024
Te -1.762 -0.701 -2.235 0.260 0.096 0.602
C 3.253 -1.330 -2.913 -0.450 0.070 -0.115
C -3.126 -0.824 3.468 0.035 0.027 -0.039
P 0.577 1.844 -0.122 0.620 0.445 0.227
H -2.599 4.633 3.649 -0.002 -0.011 -0.017
P -0.617 -2.502 0.744 -0.005 -0.398 0.200
H 3.690 -5.695 2.701 -0.014 0.017 -0.010
N 1.906 -0.960 -0.971 0.297 0.041 0.459
H 5.362 2.378 1.074 -0.039 0.046 0.013
C 2.108 -4.339 3.211 -0.079 -0.081 -0.012
C -1.734 -2.273 2.159 0.004 -0.065 0.029
C -1.518 2.084 1.668 0.199 0.119 -0.071
C 4.373 2.061 1.381 -0.254 -0.014 -0.299
C 3.329 2.084 0.473 0.798 -0.147 0.155
C 2.880 -1.082 1.274 -0.316 0.158 -0.264
H -4.781 4.030 -4.283 0.022 -0.020 0.001
C -0.841 -3.844 -1.669 -0.028 0.029 0.002
H -3.864 -0.150 -4.256 -0.024 0.008 -0.025
C 1.689 3.961 -1.605 -0.083 -0.014 0.080
C -4.406 1.920 -4.386 -0.007 -0.056 0.011
C 1.986 4.619 -2.787 0.009 -0.029 -0.007
H 0.732 2.376 -4.994 0.017 0.001 0.007
Pt -0.116 -0.365 -0.123 0.100 -0.060 0.083
C 2.631 -4.998 0.966 -0.014 0.038 -0.003
H -5.121 1.749 -5.181 0.020 -0.001 0.018
H 1.978 4.411 -0.664 0.043 -0.048 -0.005
C 1.638 4.054 -4.008 0.000 0.012 -0.004
C 4.339 -1.595 -2.147 0.231 -0.072 0.236
H -4.320 1.053 1.179 0.084 -0.061 -0.016
H -4.144 -0.307 0.052 -0.035 0.018 -0.004
H -0.940 -4.857 -3.552 -0.001 0.000 0.010
C -0.382 4.171 1.138 0.022 -0.021 -0.016
C -2.604 -5.349 -2.287 -0.016 -0.019 0.008
C 3.918 -1.549 2.035 0.421 -0.190 0.019
C 2.885 -5.073 2.329 -0.020 0.008 -0.021
C 1.582 -4.222 0.496 0.008 -0.045 -0.021
Br 6.993 -2.382 -0.595 0.057 -0.033 -0.037
C -2.070 -3.341 2.998 0.047 0.011 -0.045
H 1.127 -0.886 -2.845 0.085 0.006 -0.042
H 2.713 1.014 4.164 -0.030 0.039 -0.021
H 1.865 4.577 -4.929 0.001 -0.012 0.014
H -4.157 -5.611 -0.832 0.013 0.000 0.003
H 5.955 -2.274 2.102 -0.046 0.012 0.028
H 0.224 1.191 -2.897 -0.049 0.102 -0.026
H -2.980 2.250 3.246 0.021 0.012 -0.002
H 3.512 2.429 -0.536 0.023 0.034 -0.030
H -3.168 4.395 -2.441 -0.001 -0.039 0.004
H 4.908 1.846 3.474 0.009 0.002 -0.020
C -2.035 4.122 2.879 0.006 -0.033 0.003
C 5.147 -1.954 1.460 -0.217 0.043 0.279
Si -1.990 0.352 1.091 -0.172 0.105 -0.018
C -2.260 -0.997 2.382 0.082 -0.055 0.093
C -2.637 -4.275 -0.133 -0.011 0.020 0.009
C -4.216 3.198 -3.882 -0.012 -0.012 0.011
```
Positions in Å, forces in eV/Å.

* ΔE to the lowest compared entry with this formula, charge and spin: 0.405 eV
* HOMO level (spin up / spin down): -8.939 / -8.968 eV
* gap between HOMO and LUMO (spin up / spin down): 4.55 / 4.60 eV
* net charge: +1
* max |F|: 1.178 eV Å⁻¹

Atom charges from the Mulliken analysis, given in e for atoms 1 to 4:
1 C -0.82
2 C 0.52
3 C 0.82
4 H 0.47



3.
Here is the molecule C6H6N2O3 at a distorted geometry from the Open Molecules 2025 dataset. Energies are from the ωB97M-V functional and the def2-TZVPD basis.

Geometry as XYZ:
```
17
Properties=species:S:1:pos:R:3:forces:R:3
C -1.661 1.795 0.414 -1.615 -2.622 1.777
H -2.560 1.925 -0.158 -0.675 0.115 -0.034
O 0.653 0.836 2.282 -0.442 0.588 0.406
O 1.112 -2.091 -0.963 0.207 0.326 0.753
H -1.947 1.383 1.456 0.674 1.852 -1.171
H 3.047 -0.091 1.979 -2.596 -0.803 -2.279
H 0.887 -2.418 -1.846 -0.135 -0.302 -0.547
C -1.050 0.619 -0.214 2.487 -0.190 2.998
N -1.596 0.169 -1.267 -1.692 -0.467 -2.429
C 1.016 0.161 1.350 -0.174 -0.574 -0.017
O -0.943 -1.473 -2.719 -0.693 -3.306 -5.605
C -0.879 -0.890 -1.721 2.657 0.921 4.802
N 2.255 -0.375 1.257 2.426 0.587 1.529
C 0.199 -1.171 -0.711 -1.241 -3.028 -4.657
C 0.087 -0.235 0.242 -0.910 5.435 3.457
H -1.118 2.663 0.238 1.283 1.609 0.839
H 2.497 -0.808 0.382 0.438 -0.141 0.178
```
Positions in Å, forces in eV/Å.

* ΔE to the lowest compared entry with this formula, charge and spin: 0.000 eV
* HOMO level (spin up / spin down): -7.158 / -9.906 eV
* gap between HOMO and LUMO (spin up / spin down): 7.57 / 6.53 eV
* multiplicity: 3
* max |F|: 6.544 eV Å⁻¹

Atom charges from the Mulliken analysis, given in e for atoms 1 to 4:
1 C -1.00
2 H 0.40
3 O -0.58
4 O -0.58



4.
Here is C22H27ClOPSm as an isolated structure at a distorted geometry from the Open Molecules 2025 dataset. Energies are from the ωB97M-V functional and the def2-TZVPD basis.

Geometry as XYZ:
```
53
Properties=species:S:1:pos:R:3:forces:R:3
H 1.177 0.453 -3.228 0.257 -0.771 -0.063
H -2.229 -1.168 1.171 -0.208 -0.457 -0.633
H -1.434 4.334 -1.768 0.343 -0.188 0.281
H 2.767 1.486 1.747 0.248 0.191 0.507
C 0.690 4.174 -1.324 0.084 0.134 0.074
H -1.781 1.493 1.259 0.591 0.880 -0.015
C 0.808 -2.747 -1.924 0.028 1.010 -0.209
C 0.248 1.440 -1.087 -0.488 -0.746 0.298
H 2.536 -0.855 -4.871 0.077 -0.096 -0.049
H -4.514 -2.161 0.817 0.067 0.300 -0.353
H -1.260 2.075 1.152 -1.165 -0.694 0.199
H -1.867 1.930 -1.217 0.322 0.072 -0.373
H -1.207 -1.912 4.566 0.319 0.641 -0.233
H -0.589 0.319 5.434 0.428 0.204 -0.706
H 2.732 -3.338 -4.673 -0.038 0.208 0.209
C -4.629 -1.496 -1.260 0.436 -0.234 0.193
Sm 0.516 0.544 1.700 1.426 -1.448 -0.990
C 1.577 1.950 -0.946 -0.518 -0.057 -0.021
H 1.642 -4.512 -2.770 0.119 0.026 -0.122
C -3.971 -0.874 -2.333 0.116 0.113 0.353
P -0.181 -0.410 -0.828 -0.274 0.802 -0.070
C -4.000 -1.665 -0.011 0.094 0.429 -0.191
C 1.324 -0.636 -3.130 -0.140 -0.513 0.165
C -2.640 -0.468 -2.188 -0.321 -0.314 0.326
C -1.994 -0.672 -0.956 0.075 0.400 0.166
H -1.333 0.614 3.833 0.351 0.603 0.047
C -0.612 3.673 -1.475 0.343 -0.143 0.012
C 2.187 -2.763 -3.926 -0.229 0.099 0.354
H 0.271 -3.219 -1.081 0.554 0.061 -0.630
C 0.703 -1.342 -2.088 0.023 0.033 0.292
H 2.378 -0.245 4.384 -0.064 0.560 -0.473
C 2.076 -1.376 -4.043 -0.176 0.094 -0.094
C -2.702 -1.181 0.170 0.353 0.222 -0.758
Cl 1.793 -1.807 1.767 -1.056 0.261 -0.462
H -4.490 -0.700 -3.277 0.135 -0.138 0.309
H 2.442 1.255 -0.922 -0.547 0.444 0.149
C -0.482 0.153 4.346 1.253 -0.373 0.795
C 1.570 -3.436 -2.864 -0.398 -0.001 0.167
C 2.259 0.751 3.909 1.565 0.170 1.462
H 2.777 1.500 4.562 -1.089 -0.546 -0.270
C 1.775 3.352 -0.996 -0.224 -0.746 0.064
H 0.874 5.237 -1.459 -0.093 -0.152 0.055
H -0.703 -1.487 2.893 0.065 -0.156 0.936
C 3.106 0.802 2.562 -0.454 -1.052 -0.221
H -5.637 -1.886 -1.387 0.179 0.174 -0.035
H 2.772 3.768 -0.794 -0.534 -0.166 -0.359
C -0.450 -1.344 3.984 0.433 0.117 -0.867
O 0.819 1.090 3.857 -1.529 -0.988 -0.122
H 3.141 -0.232 2.151 0.113 1.058 0.099
C -0.846 2.314 -1.267 0.495 0.280 0.046
H 4.166 1.049 2.731 -0.636 0.364 0.384
H 0.529 -1.844 4.109 -0.540 0.398 0.188
H -2.108 0.020 -3.011 -0.168 -0.370 0.192
```
Positions in Å, forces in eV/Å.

* HOMO level (spin up / spin down): -14.391 / -14.364 eV
* gap between HOMO and LUMO (spin up / spin down): 5.90 / 7.74 eV
* multiplicity: 6
* net charge: +2
* max |F|: 2.260 eV Å⁻¹

Atom charges from the Mulliken analysis, given in e for atoms 1 to 4:
1 H 0.35
2 H 0.00
3 H 0.45
4 H 0.25



5.
Here is a 2-piece molecular cluster, CH3O3 overall from the Open Molecules 2025 dataset. Energies are from the ωB97M-V functional and the def2-TZVPD basis.

Geometry as XYZ:
```
7
Properties=species:S:1:pos:R:3:forces:R:3
H -0.108 0.147 -1.504 0.013 -0.056 0.355
C 0.205 0.425 1.261 0.381 -0.242 0.130
H -0.409 -1.306 -1.488 0.013 0.016 0.021
O 0.210 0.880 0.087 -0.071 0.195 0.526
O 0.203 -0.758 1.658 -0.156 0.223 -0.292
O -0.360 -0.576 -2.115 -0.061 -0.154 -0.349
H 0.259 1.187 2.102 -0.119 0.017 -0.392
```
Positions in Å, forces in eV/Å.

* ΔE to the lowest compared entry with this formula, charge and spin: 0.078 eV
* HOMO level: -4.369 eV
* gap between HOMO and LUMO: 8.98 eV
* net charge: -1
* max |F|: 0.566 eV Å⁻¹

Atom charges from the Mulliken analysis, given in e for atoms 1 to 4:
1 H 0.46
2 C 0.00
3 H 0.29
4 O -0.72



6.
Here is C2H5NO as an isolated structure at a distorted geometry from the Open Molecules 2025 dataset. Energies are from the ωB97M-V functional and the def2-TZVPD basis.

Geometry as XYZ:
```
9
Properties=species:S:1:pos:R:3:forces:R:3
H 0.022 -1.263 0.882 -0.238 -0.415 1.998
C -0.030 -0.952 -0.106 -2.926 0.595 -0.964
H -1.123 -0.676 -0.406 1.912 -0.848 0.212
H 1.480 1.902 -0.953 -0.429 -0.642 -0.073
O 2.231 -0.169 0.809 -3.508 1.049 -2.883
N 0.810 0.143 -0.239 4.191 0.506 2.172
H 0.460 -1.723 -0.631 -0.064 -1.170 -1.084
H -0.251 1.441 -1.572 1.064 -1.075 0.771
C 0.677 1.141 -0.982 -0.002 2.000 -0.149
```
Positions in Å, forces in eV/Å.

* ΔE to the lowest compared entry with this formula, charge and spin: 5.793 eV
* HOMO level (spin up / spin down): -9.184 / -9.184 eV
* gap between HOMO and LUMO (spin up / spin down): 9.62 / 9.62 eV
* max |F|: 4.747 eV Å⁻¹

Atom charges from the Mulliken analysis, given in e for atoms 1 to 4:
1 H 0.28
2 C -0.75
3 H 0.31
4 H 0.29



Please write out number 1 again, unchanged.
Here is a 2-piece molecular cluster, C5H6NO4S overall at a distorted geometry from the Open Molecules 2025 dataset. Energies are from the ωB97M-V functional and the def2-TZVPD basis.

Geometry as XYZ:
```
17
Properties=species:S:1:pos:R:3:forces:R:3
O -2.376 0.630 0.930 0.376 -0.159 -0.022
C -1.363 -0.069 1.034 -0.211 0.300 2.149
H 2.188 0.258 1.103 0.574 -0.067 0.857
S -0.029 0.831 -1.337 1.218 -0.106 1.264
C -2.868 -0.034 -1.434 -1.057 -0.161 1.061
H 0.763 -1.749 -0.353 0.278 -0.144 -0.132
H 2.397 1.007 -1.576 1.117 0.755 -1.328
O -1.319 -0.842 2.314 -2.283 1.086 -1.814
H 2.924 -0.629 -0.229 0.002 -1.048 0.117
C 2.011 -0.192 0.148 -0.456 1.513 0.039
H 1.708 1.988 -0.090 0.672 -1.017 -1.356
O -2.717 0.987 -1.981 -0.297 -0.999 -0.034
C 1.758 1.062 -0.755 -3.099 0.026 1.897
H -0.457 -1.032 2.590 2.223 -0.418 0.024
C -0.284 -0.189 0.200 -1.270 1.670 -1.317
O -3.140 -1.034 -0.885 0.329 0.685 -1.606
N 0.804 -0.993 0.321 1.885 -1.916 0.203
```
Positions in Å, forces in eV/Å.

* ΔE to the lowest compared entry with this formula, charge and spin: 0.424 eV
* HOMO level: -2.797 eV
* gap between HOMO and LUMO: 6.22 eV
* net charge: -1
* max |F|: 3.634 eV Å⁻¹

Atom charges from the Mulliken analysis, given in e for atoms 1 to 4:
1 O -0.72
2 C 0.14
3 H 0.23
4 S -0.23



Look up the max |F| of the fifth one. 0.566 eV Å⁻¹